# 1
C30H46CsN3S5Si2 | ωB97M-V with the def2-TZVPD basis set

Geometry as XYZ:
```
87
C30H46CsN3S5Si2 | OMol25 | ωB97M-V with the def2-TZVPD basis set
Cs -0.475 0.305 -0.338
C 3.698 1.551 1.530
C 4.361 0.177 1.480
S 3.583 -0.957 0.296
C 3.409 -2.438 1.328
C 2.357 -3.386 0.764
S 0.668 -2.748 0.752
C -0.008 -3.300 2.329
C 0.505 -2.609 3.590
S 0.201 -0.821 3.592
C 1.804 -0.204 4.171
C 2.005 1.256 3.780
S 1.960 1.601 2.006
H 3.720 2.012 0.540
H 4.274 2.207 2.189
H 4.334 -0.290 2.465
H 5.413 0.306 1.220
H 3.119 -2.122 2.327
H 4.366 -2.959 1.397
H 2.373 -4.327 1.319
H 2.591 -3.636 -0.272
H 0.137 -4.378 2.423
H -1.085 -3.142 2.226
H 1.577 -2.775 3.704
H 0.019 -3.063 4.455
H 2.590 -0.817 3.733
H 1.870 -0.297 5.257
H 2.950 1.620 4.189
H 1.219 1.869 4.226
C -2.651 -2.943 -1.415
Si -3.825 -1.542 -0.933
C -5.513 -2.072 -1.605
C -3.990 -1.593 0.954
C -3.202 0.047 -1.536
C -2.532 -0.018 -2.849
C -3.229 0.133 -4.070
C -2.578 0.058 -5.278
C -1.201 -0.156 -5.296
C -0.566 -0.270 -4.077
N -1.190 -0.213 -2.898
Si -4.046 1.615 -1.194
C -4.119 1.977 0.666
C -5.831 1.852 -1.782
C -3.075 3.035 -1.988
H -3.118 -3.915 -1.235
H -1.713 -2.920 -0.856
H -2.391 -2.891 -2.475
H -5.836 -3.027 -1.180
H -5.470 -2.187 -2.691
H -6.283 -1.329 -1.386
H -4.227 -2.606 1.292
H -4.783 -0.936 1.315
H -3.064 -1.279 1.447
H -4.301 0.280 -4.026
H -3.132 0.156 -6.204
H -0.643 -0.223 -6.220
H 0.510 -0.423 -4.040
H -4.909 1.402 1.153
H -4.331 3.035 0.847
H -3.185 1.721 1.176
H -6.488 1.076 -1.383
H -5.901 1.811 -2.872
H -6.225 2.821 -1.461
H -2.029 3.043 -1.669
H -3.510 4.005 -1.728
H -3.079 2.949 -3.078
S -0.122 7.943 -0.561
C 0.063 6.176 -0.429
C -0.498 5.478 0.632
C -0.393 4.098 0.648
N 0.254 3.409 -0.291
C 0.821 4.088 -1.281
C 0.749 5.469 -1.402
C -1.886 7.976 -0.817
C -2.729 8.482 0.161
C -4.096 8.481 -0.080
N -4.649 8.012 -1.194
C -3.828 7.528 -2.123
C -2.449 7.496 -1.991
H -1.039 5.996 1.412
H -0.855 3.523 1.443
H 1.334 3.503 -2.037
H 1.200 5.974 -2.244
H -2.332 8.868 1.090
H -4.778 8.871 0.668
H -4.293 7.146 -3.024
H -1.830 7.093 -2.781
```

Properties
Energy relative to the best compared isomer or geometry (same formula, charge and spin) = 0.413 eV
Kohn-Sham gap = 5.76 eV
Calculated total energy = -3925.1133 Ha


# 2
C19H55Ag3N8O7 | ωB97M-V with the def2-TZVPD basis set

Geometry as XYZ:
```
92
C19H55Ag3N8O7 | OMol25 | ωB97M-V with the def2-TZVPD basis set
Ag -8.410 8.118 6.563
Ag -7.040 8.523 9.678
Ag -7.570 5.033 8.202
C -5.223 6.680 6.933
O -6.354 7.053 7.687
H -4.272 6.713 7.478
H -5.324 5.728 6.406
H -4.965 7.378 6.117
C -5.716 9.772 3.490
C -7.041 9.787 4.252
C -8.036 8.709 3.870
O -9.294 8.895 4.536
C -10.153 9.919 4.021
N -6.724 9.648 5.697
H -5.055 10.561 3.839
H -5.842 9.672 2.412
H -5.182 8.866 3.812
H -7.471 10.776 4.089
H -7.698 7.697 4.108
H -8.188 8.715 2.785
H -10.352 9.807 2.954
H -9.672 10.899 4.099
H -11.021 9.866 4.668
H -6.308 10.501 6.054
H -6.045 8.916 5.891
C -1.613 7.525 5.682
C -2.455 8.076 4.506
C -1.863 9.277 3.806
O -1.581 10.313 4.741
C -2.077 11.563 4.357
N -2.732 7.032 3.516
H -0.689 8.092 5.764
H -1.339 6.510 5.385
H -2.134 7.488 6.637
H -3.360 8.527 4.949
H -2.667 9.625 3.142
H -0.997 9.139 3.159
H -1.980 12.331 5.121
H -3.152 11.500 4.119
H -1.666 11.945 3.416
H -3.081 6.216 4.013
H -3.493 7.300 2.897
C -2.599 8.232 13.409
C -3.231 6.942 13.922
C -3.897 6.146 12.798
O -3.195 6.090 11.561
C -3.636 7.009 10.605
N -2.071 6.207 14.491
H -2.389 8.853 14.280
H -3.361 8.723 12.783
H -1.702 8.187 12.797
H -3.944 7.123 14.725
H -4.936 6.463 12.631
H -3.991 5.107 13.123
H -2.893 7.124 9.811
H -3.797 7.997 11.040
H -4.542 6.640 10.089
H -2.305 5.233 14.650
H -1.266 6.249 13.883
C -5.813 11.837 12.664
C -6.181 10.942 11.470
C -5.122 11.045 10.375
O -5.299 10.220 9.217
C -4.325 10.309 8.211
N -6.268 9.537 11.911
H -6.083 12.868 12.425
H -4.773 11.820 12.989
H -6.441 11.567 13.513
H -7.121 11.271 11.019
H -4.104 10.899 10.758
H -5.122 12.061 9.960
H -3.394 9.795 8.476
H -4.036 11.292 7.832
H -4.696 9.736 7.363
H -7.053 9.419 12.548
H -5.458 9.388 12.511
C -3.064 2.874 8.412
O -2.738 1.706 8.328
N -3.428 3.456 9.612
N -3.109 3.738 7.356
H -3.720 4.411 9.636
H -3.572 2.782 10.343
H -2.956 3.421 6.419
H -3.371 4.664 7.626
C -6.407 4.402 2.191
O -6.494 3.226 2.525
N -6.322 4.797 0.896
N -6.360 5.404 3.120
H -6.513 4.135 0.167
H -5.822 5.635 0.663
H -6.279 5.165 4.088
H -6.508 6.362 2.870
```

Properties
Energy relative to the best compared isomer or geometry (same formula, charge and spin) = 1.222 eV
Kohn-Sham gap = 4.72 eV
Calculated total energy = -2161.8701 Ha
Net charge = +2


# 3
C2H9NS2 | ωB97M-V with the def2-TZVPD basis set

Geometry as XYZ:
```
14
C2H9NS2 | OMol25 | ωB97M-V with the def2-TZVPD basis set
S -2.759 1.570 -0.439
S -3.470 -0.301 0.105
H -2.544 2.047 0.830
H -2.323 -0.981 -0.135
C 1.239 0.639 -0.712
C 1.262 -0.155 0.583
N 0.787 -1.549 0.423
H 1.908 0.196 -1.459
H 1.701 1.599 -0.472
H 0.254 0.705 -1.157
H 0.636 0.290 1.375
H 2.206 -0.318 1.096
H 1.299 -2.062 -0.280
H -0.198 -1.680 0.243
```

Properties
Spin multiplicity = 2
Energy relative to the best compared isomer or geometry (same formula, charge and spin) = 1.085 eV
Kohn-Sham gap (alpha / beta) = 6.28 / 2.24 eV
Calculated total energy = -932.3398 Ha
Expectation value of S² = 0.755
Net charge = +1


# 4
C5H4O2 | ωB97M-V with the def2-TZVPD basis set

Geometry as XYZ:
```
11
C5H4O2 | OMol25 | ωB97M-V with the def2-TZVPD basis set
C -0.785 -0.595 0.154
C 0.611 -0.869 0.935
C 1.400 -0.044 0.335
O -1.538 0.266 0.983
C 0.125 0.592 -0.807
C 0.278 1.497 -1.604
O -1.331 -1.558 -0.402
H -2.410 -0.158 1.015
H 0.772 -1.735 1.558
H 2.388 0.292 0.092
H 0.489 2.311 -2.258
```

Properties
Energy relative to the best compared isomer or geometry (same formula, charge and spin) = 6.331 eV
Kohn-Sham gap (alpha / beta) = 7.71 / 7.71 eV
Calculated total energy = -343.1597 Ha


# 5
C4H3N | ωB97M-V with the def2-TZVPD basis set

Geometry as XYZ:
```
8
C4H3N | OMol25 | ωB97M-V with the def2-TZVPD basis set
C 1.717 0.926 -0.083
C 0.523 0.831 -0.211
C -0.974 -0.891 0.171
C -1.964 0.074 -0.293
N -0.799 0.707 -0.345
H 2.772 1.003 0.031
H -0.760 -1.033 1.235
H -0.515 -1.618 -0.505
```

Properties
Energy relative to the best compared isomer or geometry (same formula, charge and spin) = 5.011 eV
Kohn-Sham gap = 8.82 eV
Calculated total energy = -208.7176 Ha


# 6
C3H4ClN | ωB97M-V with the def2-TZVPD basis set

Geometry as XYZ:
```
9
C3H4ClN | OMol25 | ωB97M-V with the def2-TZVPD basis set
C 0.834 0.534 1.809
C 0.071 0.642 0.843
C -0.534 0.640 -0.398
N -0.073 -0.979 -1.411
Cl 1.005 -1.992 -0.552
H 1.439 0.496 2.639
H -0.028 1.236 -1.175
H -1.628 0.601 -0.523
H -1.086 -1.177 -1.231
```

Properties
Energy relative to the best compared isomer or geometry (same formula, charge and spin) = 4.378 eV
Kohn-Sham gap = 9.41 eV
Calculated total energy = -631.4767 Ha